Entry 1:
Here is a structure of composition C45H36Br2IrN4O2P2Se2 in a non-equilibrium geometry from the Open Molecules 2025 dataset. Energies are from wB97M-V/def2-TZVPD.

XYZ file:
```
94
Properties=species:S:1:pos:R:3:forces:R:3
Ir 0.692794 -1.275936 0.967137 -0.22 -2.25 0.23
O -0.795890 0.943034 1.188879 -0.39 0.89 -0.05
P -1.345023 2.137681 0.450912 0.18 -0.32 0.33
C -1.923865 1.495955 -1.141842 -0.10 0.13 -0.11
P -0.661821 0.458757 -1.895754 0.29 -0.26 0.57
O 0.033196 -0.465249 -0.871992 -0.43 0.74 -0.29
C -1.450374 -0.558776 -3.127624 -0.08 -0.19 -0.09
C -0.896425 -0.709998 -4.400120 0.01 0.00 0.03
C -1.489278 -1.566083 -5.317991 0.01 -0.01 0.00
C -2.630909 -2.272912 -4.971672 -0.02 -0.01 0.00
C -3.185448 -2.133594 -3.702915 0.01 -0.01 -0.04
C -2.597112 -1.284758 -2.782907 0.00 0.09 0.00
C 0.516834 1.518402 -2.701115 0.06 0.04 -0.12
C 0.081719 2.384746 -3.709119 0.00 -0.02 0.01
C 0.996759 3.176157 -4.379713 0.02 0.01 0.01
C 2.346167 3.107106 -4.049309 0.00 0.02 -0.02
C 2.781066 2.255512 -3.045141 -0.01 -0.01 0.01
C 1.867558 1.458311 -2.369910 0.00 0.05 0.03
C -0.102735 3.369957 0.100221 0.02 0.12 -0.13
C -0.360408 4.449941 -0.747108 -0.01 -0.04 -0.04
C 0.640305 5.364662 -1.027928 0.01 0.00 0.01
C 1.900812 5.208902 -0.462139 0.01 0.01 -0.01
C 2.160216 4.142710 0.386387 -0.01 0.00 0.00
C 1.159902 3.223021 0.664866 0.00 0.04 0.01
C -2.734418 2.904774 1.252430 -0.18 0.07 0.04
C -3.851441 2.110650 1.542403 0.04 0.02 -0.05
C -4.938155 2.655245 2.200322 -0.01 0.02 0.01
C -4.919753 3.995382 2.574901 -0.02 -0.01 0.00
C -3.817280 4.787060 2.295091 0.01 -0.02 0.00
C -2.722343 4.245410 1.635350 0.02 -0.01 0.03
H -2.184258 2.310519 -1.822060 -0.04 -0.09 -0.09
H -2.818186 0.896748 -0.958358 -0.03 0.04 0.02
H -0.014303 -0.150669 -4.684804 0.00 0.00 0.01
H -1.066751 -1.668817 -6.308392 0.00 0.00 0.00
H -3.100855 -2.925048 -5.696083 0.00 0.00 0.01
H -4.086925 -2.673258 -3.443939 0.00 0.00 0.00
H -3.045743 -1.178791 -1.800843 0.01 0.00 0.01
H -0.965971 2.432857 -3.986980 0.00 -0.01 0.01
H 0.663011 3.843164 -5.163118 0.00 -0.01 0.00
H 3.060716 3.721626 -4.580863 0.00 0.00 0.01
H 3.831409 2.212562 -2.789324 -0.01 0.00 0.00
H 2.204245 0.807497 -1.571855 -0.01 -0.01 0.01
H -1.344109 4.588415 -1.183621 0.00 -0.01 0.00
H 0.438152 6.203983 -1.679798 0.00 0.00 0.00
H 2.679347 5.928274 -0.679516 0.00 0.00 0.00
H 3.140989 4.034680 0.831470 -0.01 0.00 0.00
H 1.346550 2.390270 1.328137 -0.01 -0.03 0.01
H -3.871688 1.064603 1.253864 0.01 0.00 0.00
H -5.803709 2.044839 2.420170 0.01 0.00 0.00
H -5.772318 4.421552 3.086619 0.00 0.00 0.00
H -3.807929 5.827504 2.590062 0.01 0.00 0.00
H -1.861259 4.867774 1.430471 0.00 0.00 0.00
Br 3.973768 -5.566142 -2.906372 0.06 -0.12 -0.09
C 3.159427 -4.273613 -1.866038 -0.05 0.07 0.08
C 2.560667 -3.159693 -2.438525 0.05 0.04 -0.05
C 1.929701 -2.240471 -1.634407 0.19 0.21 0.20
N 1.882358 -2.348101 -0.288235 -0.06 -0.52 -0.39
C 2.530589 -3.400804 0.267373 -0.07 0.18 0.14
C 3.142834 -4.384577 -0.482560 0.03 0.12 0.00
C 2.536517 -3.392685 1.731756 -0.18 -0.01 -0.14
C 3.401197 -4.182545 2.460800 -0.07 -0.05 -0.06
C 3.363593 -4.141376 3.847195 -0.05 0.06 -0.06
Br 4.498892 -5.193619 4.858061 0.08 -0.07 0.07
C 2.454567 -3.280468 4.440552 -0.02 0.00 0.07
C 1.650042 -2.495414 3.647177 0.09 0.03 -0.18
N 1.663413 -2.521166 2.295422 0.47 -0.10 0.79
H 2.568407 -3.004928 -3.508250 0.01 0.00 0.00
H 1.447082 -1.382959 -2.063410 -0.05 0.02 0.00
H 3.602620 -5.233732 -0.000605 0.01 0.00 0.00
H 4.114682 -4.816377 1.957046 -0.01 -0.03 0.02
H 2.371924 -3.202997 5.515568 0.01 0.00 0.00
H 0.969407 -1.822608 4.127306 0.05 0.08 -0.02
Se -1.745815 -0.590056 3.269615 0.13 0.04 -0.08
Se -1.430307 -2.867786 3.522068 -0.15 0.06 -0.13
C -1.435355 -3.358886 1.656969 0.05 0.03 0.12
C -2.307013 -4.398523 1.364258 0.02 -0.05 -0.03
C -2.435143 -4.874267 0.071445 -0.05 -0.06 0.03
C -1.697732 -4.267748 -0.928279 0.05 0.05 0.02
C -0.847715 -3.239239 -0.587315 -0.17 -0.10 -0.01
N -0.688487 -2.795226 0.677487 0.44 0.22 -0.71
C 0.003243 0.192307 3.592878 0.33 0.00 0.09
C 0.165204 0.926592 4.753265 -0.15 -0.01 0.06
C 1.388049 1.531313 5.025731 0.00 0.02 0.00
C 2.427422 1.375929 4.128659 0.04 -0.03 -0.02
C 2.203706 0.626031 2.985660 -0.09 -0.03 0.14
N 1.024222 0.053999 2.723693 0.00 0.84 -0.22
H -2.897356 -4.820768 2.165854 -0.02 0.03 0.00
H -3.118339 -5.684247 -0.148078 0.01 -0.01 0.01
H -1.773212 -4.571292 -1.962895 0.01 0.01 0.00
H -0.275470 -2.737410 -1.345906 -0.13 0.05 -0.01
H -0.666612 1.023126 5.437419 0.03 -0.02 0.04
H 1.522957 2.102420 5.934800 -0.02 0.01 -0.01
H 3.397700 1.820119 4.300905 0.00 0.00 0.00
H 2.989304 0.471533 2.256070 0.02 0.02 0.01
```
Positions in Å, forces in eV/Å.

Summary:
Highest occupied orbital energy (alpha / beta): -15.770 / -15.770 eV
Maximum force: 2.3 eV/A
Total charge: +3
Energy: -12843.0785 Ha
LUMO energy (alpha / beta): -0.3387 / -0.3386 Eh
ΔE to the lowest compared entry with this formula, charge and spin: 121.4 kJ/mol



Entry 2:
Here is a cluster of 3 separate species, C3H12O3 in total in a non-equilibrium geometry from the Open Molecules 2025 dataset. Energies are from wB97M-V/def2-TZVPD.

XYZ file:
```
18
Properties=species:S:1:pos:R:3:forces:R:3
C 8.598450 38.657380 36.377200 1.34 0.83 -0.93
O 7.252170 38.983630 36.403290 -1.48 -0.18 0.08
H 9.076220 39.012180 37.290400 0.34 -0.81 0.19
H 8.790960 37.632560 36.059720 -0.42 -0.18 0.92
H 9.075410 39.206710 35.565500 0.30 0.38 -0.20
H 7.190150 39.910000 36.647410 -0.14 -0.01 -0.04
C 3.512500 39.715840 37.567020 0.85 -2.17 0.60
O 2.902900 39.598540 38.851650 -0.98 0.88 -0.02
H 3.105070 38.945440 36.912340 -0.54 0.22 -0.26
H 3.475990 40.678210 37.056510 -0.05 0.15 0.65
H 4.509340 39.306270 37.730250 0.59 0.80 -0.63
H 3.488580 39.188640 39.492400 0.15 0.12 -0.37
C 10.951690 35.407150 36.382800 0.42 -0.75 0.19
O 10.244990 35.880920 37.533470 0.66 -0.32 -0.30
H 11.318530 34.383350 36.456000 -1.11 -0.75 0.25
H 10.301430 35.515280 35.514720 0.44 0.10 -0.13
H 11.973910 35.765900 36.262570 -0.31 1.59 -0.12
H 10.184620 35.143080 38.144670 -0.08 0.12 0.11
```
Positions in Å, forces in eV/Å.

Summary:
Highest occupied orbital energy: -10.096 eV
Maximum force: 2.4 eV/A
Structure (SMILES): CO.CO.CO
Total charge: 0
Energy: -347.1254 Ha
LUMO energy: 0.0282 Eh
ΔE to the lowest compared entry with this formula, charge and spin: 218.5 kJ/mol



Entry 3:
Here is a cluster of 2 separate species, C4H9NO2 in total in a non-equilibrium geometry from the Open Molecules 2025 dataset. Energies are from wB97M-V/def2-TZVPD.

XYZ file:
```
16
Properties=species:S:1:pos:R:3:forces:R:3
C -1.261954 0.609350 1.000176 0.01 -1.13 0.09
N 0.208929 1.160962 -0.915238 -0.13 0.45 2.08
C 0.152350 0.834487 0.532628 -1.04 4.91 -1.74
O 1.337626 1.908906 -1.275831 -0.06 -0.05 0.23
O 1.034785 1.314482 1.231324 -0.31 -1.61 -0.72
H 1.778162 2.037814 -0.403726 -0.25 0.06 -0.29
H -0.611813 1.321108 -1.488507 0.22 0.41 0.42
H -1.749529 -0.186071 0.438885 0.03 -0.02 0.02
H -1.259556 0.344198 2.054128 0.02 -0.03 0.01
H -1.850218 1.516911 0.861174 0.32 0.16 0.00
C 0.806932 -1.317961 -0.251127 1.25 0.43 -3.20
C -0.065314 -2.312520 -0.362468 -0.51 0.16 0.68
H -0.042595 -3.204739 0.251534 0.16 -0.03 0.12
H 1.705664 -1.425637 0.345717 -0.09 -0.04 0.22
H 0.783515 -0.376635 -1.061718 0.28 -3.69 2.46
H -0.966984 -2.224654 -0.956955 0.11 0.01 -0.39
```
Positions in Å, forces in eV/Å.

Summary:
Highest occupied orbital energy: -8.605 eV
Maximum force: 5.3 eV/A
Structure (SMILES): CC(=O)NO.C=C
Total charge: 0
Energy: -362.8914 Ha
LUMO energy: 0.0131 Eh
ΔE to the lowest compared entry with this formula, charge and spin: 509.7 kJ/mol



Entry 4:
Here is an isolated molecule of C14H15N9 in a non-equilibrium geometry from the Open Molecules 2025 dataset. Energies are from wB97M-V/def2-TZVPD.

XYZ file:
```
38
Properties=species:S:1:pos:R:3:forces:R:3
N -1.343255 3.782821 -4.404435 0.37 -0.14 -0.12
C -1.135859 2.869560 -3.732722 -0.94 0.20 0.92
N 1.627176 3.455687 2.724956 -1.29 -0.74 0.12
N -0.482147 3.373959 1.784400 1.61 -1.57 0.24
N 0.199199 -0.222345 1.243447 0.11 1.09 1.35
N -0.759323 -1.440947 -0.447263 0.67 -1.59 0.15
N -1.123700 -0.561828 -2.488654 0.85 -0.37 1.01
C 0.459810 4.041135 2.573613 -1.55 1.10 -1.55
C 0.142516 2.221715 1.470095 1.77 -0.17 1.95
C -0.106695 -1.407462 0.694303 0.80 -0.35 -1.39
C -1.034387 0.506934 -3.219238 -1.85 -0.63 -0.80
C -1.134488 1.805272 -2.761967 1.46 1.53 0.30
C -0.232800 0.899270 0.669494 1.66 1.11 2.39
C -0.966071 2.029989 -1.399976 -0.51 3.45 -0.92
C -0.856257 -0.335921 -1.195495 -0.71 -1.62 0.04
C -0.704759 0.922352 -0.621559 -0.12 -0.66 0.83
N 1.396116 2.271666 2.127573 -1.68 -1.23 -2.07
N -1.161392 0.294328 -4.540265 -0.25 -0.70 -1.38
N -0.999877 3.309944 -0.897904 -1.12 -0.18 -0.56
C 2.149093 -2.660150 1.135373 -1.27 0.98 -0.54
C 0.279134 -2.897291 2.702954 0.46 -1.66 1.27
C 0.242557 -3.989874 0.397808 -1.15 1.24 -1.01
C 0.579170 -2.753942 1.236343 0.80 1.11 0.04
H 0.155855 5.079651 2.802746 0.90 -0.85 0.41
H 2.040586 1.480791 2.083890 -0.01 0.72 0.28
H -1.518142 -0.642918 -4.662516 0.29 -0.20 -0.33
H -1.775815 0.945199 -4.987107 0.05 0.51 -0.54
H -1.170519 3.444088 0.122301 0.19 0.06 -1.09
H -1.479313 3.988497 -1.522143 0.74 -0.66 0.74
H 2.396329 -2.586805 0.070197 0.42 -0.07 0.29
H 2.504109 -1.798376 1.684463 0.18 0.40 -0.07
H 2.587087 -3.527310 1.613830 -0.02 -0.30 -0.19
H 0.782236 -3.830881 3.094126 -0.35 0.73 -0.52
H -0.778580 -3.133740 2.811818 -0.18 0.59 0.51
H 0.697004 -2.105059 3.367465 -0.83 -0.19 -0.73
H 1.025141 -4.706688 0.483453 0.57 -0.62 0.23
H -0.706601 -4.472224 0.655347 0.05 0.23 -0.08
H 0.206862 -3.649096 -0.668753 -0.14 -0.53 0.82
```
Positions in Å, forces in eV/Å.

Summary:
Highest occupied orbital energy: -9.195 eV
Maximum force: 3.6 eV/A
Structure (SMILES): CC(C)(C)c1nc(-c2ncn[nH]2)c2c(N)c(C#N)c(N)nc2n1
Total charge: 0
Energy: -1035.2978 Ha
LUMO energy: -0.0294 Eh
ΔE to the lowest compared entry with this formula, charge and spin: 105.8 kJ/mol